Formula: C4H10N2O
Source: the OMol25 dataset
Level of theory: wB97M-V/def2-TZVPD

The value obtained for the HOMO energy is -9.1 eV. The molar mass is 102.14 Da. Its charge is 0. For the total energy, the calculation gives -9337.424 eV. For the gap between HOMO and LUMO, the calculation gives 10.004 eV.

Bonds (Å) are listed after each position.
Positions of all 17 atoms, in Å:
1 C 1.31 1.27 0.08  C2 1.487, H5 1.134, H6 1.112, H7 1.112
2 C 0.93 0.00 -0.59  C1 1.487, C3 1.539, H8 1.115, O17 1.414
3 C 1.39 -1.29 0.10  C2 1.539, H9 1.133, H10 1.091, H11 1.123
4 C -1.40 -0.04 0.04  N15 1.368, N16 1.298, O17 1.350
5 H 2.44 1.41 0.12  C1 1.134
6 H 0.99 1.38 1.14  C1 1.112
7 H 0.82 2.14 -0.41  C1 1.112
8 H 1.32 -0.02 -1.63  C2 1.115
9 H 1.29 -2.17 -0.60  C3 1.133
10 H 2.43 -1.15 0.38  C3 1.091
11 H 0.74 -1.50 1.00  C3 1.123
12 H -2.74 0.05 -1.50  N15 1.015
13 H -3.49 0.45 -0.07  N15 1.067
14 H -1.85 -0.19 2.04  N16 1.070
15 N -2.66 -0.06 -0.49  C4 1.368, H12 1.015, H13 1.067
16 N -1.08 -0.10 1.30  C4 1.298, H14 1.070
17 O -0.44 -0.18 -0.90  C2 1.414, C4 1.350

Results of the Mulliken charge analysis, in e, for atoms 1 through 4: -1.35, 0.55, -1.17, 0.62